Entry 1:
A molecular structure, C47H34N6SW at a distorted geometry, computed with wB97M-V/def2-TZVPD.

Output
* LUMO level (alpha / beta): -7.1 / -7.4 eV
* total charge: +2
* total energy: -2604.72857 a.u.
* frontier orbital gap (alpha / beta): 0.1991 / 0.1970 hartree
* highest occupied orbital energy (alpha / beta): -12.5 / -12.7 eV

```
89
Properties=species:S:1:pos:R:3:mulliken_charge:R:1
W 0.93 0.16 -0.43 0.3803
C -3.93 3.18 -5.01 -0.4609
C -3.13 3.69 -4.00 -1.0132
C -2.05 2.96 -3.53 -0.2058
C -1.76 1.70 -4.06 0.4323
C -2.57 1.20 -5.07 -0.3163
C -3.64 1.93 -5.55 -0.9262
C -0.65 0.92 -3.45 0.9324
C 0.53 1.49 -3.11 -0.1999
C 1.08 2.84 -3.18 -0.7232
C 2.07 2.94 -2.27 -1.3385
C 2.25 1.62 -1.68 0.6581
C 3.14 0.96 -0.72 0.8003
C 4.31 0.17 -1.22 0.8471
C 4.22 -0.62 -2.37 -0.3184
C 5.32 -1.30 -2.85 -0.9119
C 6.54 -1.20 -2.18 -0.5148
C 6.64 -0.43 -1.04 -0.8504
C 5.53 0.24 -0.55 -0.5622
C 3.06 1.43 0.72 0.0113
N 1.92 0.96 1.17 0.2841
C 1.87 1.03 2.53 -0.4619
C 1.03 0.18 3.19 1.8733
C 0.95 0.25 4.67 -0.7497
C 1.66 -0.63 5.48 0.0559
C 1.55 -0.55 6.86 -0.8467
C 0.73 0.41 7.43 -0.4491
C 0.03 1.30 6.63 -0.8144
C 0.15 1.23 5.25 -0.0580
C 0.32 -0.88 2.50 0.3729
C -0.29 -1.93 3.16 -1.2838
C -0.77 -2.82 2.20 -1.5544
C -0.49 -2.27 0.95 0.2139
N 0.20 -1.08 1.11 0.1504
C -1.03 -2.78 -0.29 1.5386
C -1.04 -2.11 -1.48 -0.0519
C -1.64 -2.54 -2.70 -1.2337
C -1.59 -1.50 -3.58 -1.1460
C -0.90 -0.43 -2.92 0.4968
N -0.53 -0.80 -1.67 0.5548
C -1.71 -4.10 -0.22 -0.1079
C -3.06 -4.22 -0.55 -0.2391
C -3.67 -5.47 -0.51 -0.8966
C -2.94 -6.59 -0.15 -0.4739
C -1.60 -6.47 0.19 -0.8800
C -0.99 -5.23 0.17 -0.1920
C 3.06 1.74 2.95 -1.1233
C 3.82 1.95 1.83 -1.1658
N 1.38 0.76 -2.27 0.1671
H -4.76 3.75 -5.38 0.4182
H -3.34 4.67 -3.58 0.4600
H -1.45 3.35 -2.71 0.3251
H -2.33 0.25 -5.54 0.5074
H -4.25 1.53 -6.34 0.4264
H 0.71 3.62 -3.83 0.7677
H 2.68 3.81 -2.06 0.6237
H 3.27 -0.71 -2.90 0.3436
H 5.24 -1.91 -3.73 0.4361
H 7.41 -1.73 -2.56 0.4224
H 7.58 -0.35 -0.51 0.4404
H 5.62 0.83 0.35 0.2433
H 2.30 -1.38 5.03 0.5059
H 2.11 -1.23 7.48 0.4204
H 0.64 0.48 8.51 0.4182
H -0.60 2.06 7.08 0.4112
H -0.39 1.93 4.62 0.5229
H -0.35 -2.03 4.23 0.5856
H -1.29 -3.75 2.36 0.5679
H -2.04 -3.52 -2.89 0.7102
H -1.93 -1.51 -4.59 0.4999
H -3.63 -3.34 -0.81 0.5051
H -4.72 -5.55 -0.75 0.4210
H -3.42 -7.56 -0.14 0.4257
H -1.03 -7.34 0.47 0.4207
H 0.06 -5.14 0.42 0.5039
H 3.32 1.99 3.96 0.6378
H 4.78 2.43 1.79 0.6693
S -0.05 2.57 -0.02 -0.4347
C -1.65 2.73 0.57 0.7798
N -2.17 3.90 0.91 -0.2117
C -3.56 3.79 1.37 -0.5146
C -3.85 2.29 1.16 -0.5570
N -2.55 1.77 0.74 0.0669
H -1.64 4.76 0.89 0.2072
H -4.21 4.43 0.77 0.3190
H -3.64 4.09 2.41 0.3258
H -4.60 2.12 0.38 0.3190
H -4.19 1.80 2.07 0.3341
H -2.37 0.82 0.48 0.0270
```

=====

Entry 2:
A molecular structure, C47H35AsBrClMoN3O6, computed with wB97M-V/def2-TZVPD.

Output
* LUMO level (alpha / beta): -3.5 / -3.7 eV
* <S²>: 2.011
* multiplicity: 3
* total charge: +1
* total energy: -7765.77980 a.u.
* frontier orbital gap (alpha / beta): 0.2585 / 0.2547 hartree
* energy relative to the best compared isomer or geometry (same formula, charge and spin): 2.019 eV
* highest occupied orbital energy (alpha / beta): -10.5 / -10.7 eV

```
95
Properties=species:S:1:pos:R:3:mulliken_charge:R:1
Mo -0.28 0.39 -0.01 0.1678
Br 4.69 2.11 5.39 -0.1701
C 3.69 1.53 3.90 -0.4936
C 4.05 0.36 3.23 -0.6236
C 3.35 -0.08 2.14 -0.2350
C 2.23 0.64 1.68 0.0058
O 1.60 0.21 0.60 -0.1486
C 1.86 1.82 2.36 0.2446
C 0.77 2.62 1.93 -0.3164
N -0.12 2.28 1.06 0.9343
C -1.08 3.23 0.64 -1.0787
C -1.70 4.16 1.43 -0.0806
C -2.62 5.07 0.85 -1.2367
C -2.88 5.04 -0.49 -0.8951
C -2.25 4.08 -1.32 1.2224
C -2.43 4.01 -2.72 -0.8327
C -1.75 3.06 -3.43 -1.2857
C -0.94 2.13 -2.74 0.0098
N -0.77 2.15 -1.44 0.7017
C -1.38 3.15 -0.73 0.6847
C 2.62 2.26 3.46 -0.8377
H 4.91 -0.21 3.59 0.5056
H 3.63 -0.97 1.60 0.3378
H 0.71 3.62 2.36 0.5207
H -1.50 4.21 2.49 0.5671
H -3.11 5.79 1.48 0.4235
H -3.57 5.74 -0.93 0.4427
H -3.09 4.70 -3.21 0.4832
H -1.84 2.98 -4.50 0.4812
H -0.45 1.35 -3.29 0.3516
H 2.34 3.18 3.97 0.5327
O -4.28 1.07 0.42 -0.6734
C -3.29 0.42 0.64 -0.2734
O -2.29 0.33 -0.23 -0.2299
C -3.09 -0.26 1.99 0.1088
C -2.24 0.68 2.86 -0.2578
C -2.39 0.33 4.34 -0.9624
C -1.56 -0.97 4.43 -1.0337
C -1.08 -1.14 2.99 -0.3986
O -0.89 0.23 2.56 -0.0503
C -2.23 -1.57 2.07 0.1024
C -1.67 -2.02 0.73 -0.7900
O -2.21 -2.79 -0.01 -0.6390
O -0.47 -1.48 0.47 0.6069
H -4.08 -0.41 2.41 0.7264
H -2.34 1.73 2.61 0.4175
H -3.44 0.20 4.61 0.4082
H -1.97 1.11 4.97 0.3252
H -2.14 -1.83 4.77 0.3895
H -0.71 -0.86 5.10 0.3808
H -0.16 -1.69 2.86 0.8173
H -2.82 -2.39 2.48 0.7805
C 4.26 -7.78 -1.12 -0.4311
C 3.91 -7.45 0.18 -0.6826
C 3.33 -6.22 0.45 -0.4869
C 3.10 -5.30 -0.57 0.3311
C 3.46 -5.64 -1.88 -0.0134
C 4.03 -6.87 -2.15 -0.8454
As 2.35 -3.58 -0.06 0.2149
C 3.84 -2.44 -0.61 0.3317
C 5.07 -2.35 0.02 -0.4633
C 6.02 -1.45 -0.44 -0.6567
C 5.74 -0.64 -1.54 -1.1167
C 4.51 -0.75 -2.18 -0.6805
C 3.56 -1.65 -1.72 -0.1745
C 2.22 -1.86 -2.39 1.9872
C 2.29 -1.89 -3.95 -0.4619
C 1.13 -2.65 -4.64 -0.6095
C 0.06 -3.24 -3.69 -0.8855
C 0.53 -3.66 -2.34 -0.9722
C 1.54 -3.04 -1.75 -0.1902
H 4.71 -8.74 -1.34 0.3910
H 4.08 -8.15 0.98 0.3942
H 3.04 -5.98 1.47 0.3825
H 3.29 -4.94 -2.69 0.2592
H 4.31 -7.12 -3.16 0.4035
H 5.30 -2.98 0.88 0.4652
H 6.99 -1.38 0.04 0.4442
H 6.48 0.06 -1.90 0.4389
H 4.31 -0.12 -3.04 0.4704
H 3.28 -2.02 -4.37 0.6172
H 1.40 -3.26 -5.50 0.4215
H -0.53 -4.02 -4.18 0.9191
H 0.04 -4.51 -1.87 0.5549
Cl -2.35 -2.04 -4.54 -0.2272
C -0.75 -1.88 -3.79 0.4991
C 0.33 -1.32 -4.75 -0.3667
C 1.48 -0.57 -4.05 -0.8085
C 1.38 -0.51 -2.51 -2.0407
N 0.04 -0.53 -1.93 2.8300
C -0.91 -1.17 -2.49 -2.2372
H -0.05 -0.91 -5.68 0.5874
H 1.85 0.33 -4.53 0.4460
H 1.93 0.32 -2.06 0.9262
H -1.87 -1.20 -1.99 0.8979
```

=====

Entry 3:
3 unconnected molecules or ions with the total composition C47H35BrF4NO9P, computed with wB97M-V/def2-TZVPD.

Output
* LUMO level: -1.2 eV
* SMILES: C[C@@H](Br)Cc1cc(O)c(CC(=O)F)c2c1C(=O)C([PH2]=N)=C(CCOCC(F)(F)F)C2=O.O=C1c2ccccc2C(=O)c2ccccc21.O=C1c2ccccc2C(=O)c2ccccc21
* total energy: -5858.81772 a.u.
* frontier orbital gap: 0.2898 hartree
* energy relative to the best compared isomer or geometry (same formula, charge and spin): 0.000 eV
* highest occupied orbital energy: -9.1 eV

```
98
Properties=species:S:1:pos:R:3:mulliken_charge:R:1
C -0.12 6.36 -6.85 -1.2755
C 1.17 5.64 -7.20 0.0383
Br 2.25 6.71 -8.43 -0.1808
C 1.98 5.25 -5.94 -1.3504
C 2.06 3.76 -5.76 0.9414
C 2.71 3.01 -6.74 -0.5895
C 2.79 1.63 -6.67 0.5306
O 3.47 1.00 -7.68 -0.6820
C 2.23 0.92 -5.60 0.1569
C 2.39 -0.58 -5.51 -1.8144
C 1.16 -1.31 -5.99 1.0527
O 0.32 -0.92 -6.72 -0.5078
F 1.13 -2.58 -5.51 -0.2899
C 1.51 1.66 -4.66 0.1922
C 1.44 3.05 -4.72 -0.2411
C 0.65 3.71 -3.65 -0.3061
O 0.90 4.79 -3.16 -0.6311
C -0.54 2.94 -3.17 0.5634
P -1.91 4.06 -2.81 0.1417
N -2.20 5.03 -4.01 -0.6656
C -0.52 1.60 -3.13 0.5488
C -1.71 0.76 -2.71 -1.0931
C -1.47 -0.72 -2.46 -0.9113
O -1.16 -1.47 -3.63 -0.4855
C -2.20 -1.65 -4.55 -0.4542
C -3.18 -2.78 -4.17 0.9149
F -4.46 -2.38 -4.31 -0.3157
F -3.01 -3.85 -4.96 -0.2869
F -3.04 -3.19 -2.90 -0.2660
C 0.78 0.97 -3.55 0.6396
O 1.22 0.00 -2.99 -0.5880
H -0.69 5.75 -6.15 0.2475
H -0.72 6.49 -7.75 0.4239
H 0.08 7.34 -6.42 0.3782
H 0.92 4.75 -7.77 0.4577
H 1.51 5.73 -5.08 0.4726
H 2.99 5.65 -6.01 0.5831
H 3.16 3.53 -7.58 0.5333
H 3.01 0.18 -7.92 0.3373
H 2.62 -0.91 -4.50 0.2553
H 3.23 -0.91 -6.13 0.7768
H -1.49 4.71 -1.64 0.0959
H -2.97 3.24 -2.40 0.0901
H -3.13 4.93 -4.39 0.2058
H -2.50 0.91 -3.45 0.6164
H -2.09 1.16 -1.77 0.4830
H -0.62 -0.83 -1.80 0.2824
H -2.33 -1.14 -1.94 0.4644
H -1.75 -1.94 -5.50 0.3368
H -2.78 -0.74 -4.72 0.2220
O -0.52 0.27 0.49 -0.5440
C -0.22 0.55 1.63 0.3622
C 1.19 0.87 1.98 0.0836
C 2.15 0.86 0.98 -0.8019
C 3.47 1.18 1.27 -0.7048
C 3.83 1.51 2.58 -0.4922
C 2.88 1.50 3.59 -0.6585
C 1.56 1.18 3.29 0.5788
C 0.56 1.16 4.39 0.5072
O 0.88 1.38 5.54 -0.7312
C -0.86 0.87 4.04 0.4790
C -1.82 0.88 5.04 -0.4928
C -3.14 0.61 4.73 -0.6897
C -3.52 0.34 3.42 -0.6485
C -2.56 0.32 2.42 -0.4939
C -1.23 0.59 2.72 0.1557
H 1.86 0.61 -0.03 0.8495
H 4.21 1.18 0.49 0.4548
H 4.85 1.76 2.81 0.3950
H 3.15 1.74 4.60 0.4956
H -1.52 1.09 6.06 0.4851
H -3.89 0.61 5.52 0.4055
H -4.55 0.13 3.18 0.4385
H -2.84 0.10 1.40 0.5232
O -0.98 -2.87 5.23 -0.6549
C -0.64 -3.66 6.09 0.5261
C -0.86 -5.13 5.93 0.0954
C -1.45 -5.60 4.76 -0.5285
C -1.65 -6.96 4.59 -0.5153
C -1.26 -7.85 5.57 -0.4701
C -0.68 -7.39 6.74 -0.5585
C -0.48 -6.03 6.93 0.2255
C 0.13 -5.55 8.20 0.5342
O 0.42 -6.33 9.08 -0.6731
C 0.39 -4.09 8.34 0.4904
C 0.99 -3.62 9.50 -0.7251
C 1.26 -2.27 9.64 -0.4845
C 0.92 -1.38 8.63 -0.6408
C 0.30 -1.84 7.48 -0.5509
C 0.03 -3.19 7.33 0.1232
H -1.75 -4.89 4.00 0.4998
H -2.11 -7.32 3.68 0.4049
H -1.41 -8.91 5.43 0.3960
H -0.37 -8.08 7.52 0.4764
H 1.26 -4.32 10.28 0.4892
H 1.74 -1.90 10.54 0.3885
H 1.14 -0.32 8.73 0.4824
H 0.04 -1.15 6.68 0.6656
```

=====

Entry 4:
A molecular structure, C47H36F3N7O3PdSSb, computed with wB97M-V/def2-TZVPD.

Output
* LUMO level (alpha / beta): -8.1 / -10.9 eV
* <S²>: 6.023
* multiplicity: 5
* total charge: +3
* total energy: -3486.67412 a.u.
* frontier orbital gap (alpha / beta): 0.2790 / 0.1862 hartree
* energy relative to the best compared isomer or geometry (same formula, charge and spin): 0.432 eV
* highest occupied orbital energy (alpha / beta): -15.7 / -16.0 eV

```
99
Properties=species:S:1:pos:R:3:mulliken_charge:R:1
Pd -0.40 0.24 -0.03 0.2824
O 4.67 -5.46 1.39 -0.3933
C 3.77 -6.01 1.88 0.8539
O 2.87 -6.47 2.44 -0.3749
C 2.02 -3.78 0.82 -2.3753
C 0.76 -3.69 1.34 -0.8175
C 0.05 -2.55 0.96 -0.0477
N 0.63 -1.64 0.17 1.6867
C 1.86 -1.77 -0.32 0.7140
C 2.63 -2.89 -0.01 -0.2860
C 2.35 -0.64 -1.17 0.6200
C 3.54 -0.71 -1.87 -0.7593
C 3.94 0.38 -2.63 -1.2528
C 3.14 1.51 -2.67 -0.9402
C 1.96 1.50 -1.95 -1.3437
N 1.57 0.45 -1.22 2.1803
C -1.35 -2.27 1.38 0.7383
C -2.13 -3.22 2.01 -0.9793
C -3.44 -2.90 2.36 -0.8176
C -3.92 -1.64 2.07 -1.0710
C -3.08 -0.74 1.43 -0.5620
N -1.83 -1.04 1.10 1.3554
H 0.35 -4.45 1.99 0.5697
H 3.64 -3.03 -0.37 0.5455
H 4.15 -1.60 -1.84 0.5183
H 4.87 0.34 -3.18 0.5567
H 3.41 2.38 -3.25 0.5754
H 1.29 2.35 -1.95 0.2823
H -1.75 -4.21 2.22 0.4973
H -4.06 -3.63 2.86 0.5177
H -4.93 -1.35 2.32 0.5031
H -3.42 0.25 1.17 0.4514
F 7.51 -0.75 0.69 -0.3136
C 6.32 -0.28 0.99 0.1809
C 5.97 0.99 0.56 -0.8313
C 4.71 1.47 0.87 -0.7773
C 3.83 0.69 1.63 0.5279
C 4.20 -0.59 2.05 -0.3303
C 5.46 -1.08 1.74 -0.6909
Sb 1.94 1.48 2.01 1.1348
C 2.21 3.54 2.19 0.0800
C 3.16 4.01 3.10 -0.3635
C 3.33 5.37 3.28 -0.7083
C 2.54 6.24 2.53 0.1137
F 2.70 7.54 2.70 -0.3002
C 1.61 5.80 1.62 -0.5284
C 1.44 4.43 1.44 -0.3488
C 1.14 0.78 3.81 0.7674
C 1.01 -0.59 4.06 -0.1735
C 0.47 -1.02 5.26 -0.9397
C 0.05 -0.06 6.17 0.0728
F -0.47 -0.48 7.32 -0.2937
C 0.14 1.30 5.94 -0.7553
C 0.68 1.73 4.73 -0.5428
H 6.68 1.58 0.01 0.5347
H 4.42 2.47 0.55 0.6374
H 3.54 -1.20 2.65 0.4688
H 5.80 -2.05 2.07 0.5731
H 3.77 3.33 3.68 0.5192
H 4.05 5.77 3.98 0.4982
H 1.03 6.52 1.06 0.5250
H 0.71 4.08 0.73 0.4068
H 1.32 -1.32 3.33 0.1922
H 0.38 -2.07 5.50 0.5770
H -0.20 2.00 6.69 0.5313
H 0.76 2.79 4.53 0.4750
N -1.16 0.70 -4.59 -0.3900
C -0.90 -0.16 -3.60 0.4462
S -1.75 0.10 -2.12 -0.3379
N -0.05 -1.14 -3.86 -0.1168
C 0.20 -2.39 -3.20 0.5069
C 1.43 -2.99 -3.48 -0.4219
C 1.71 -4.24 -2.98 -0.7982
C 0.78 -4.90 -2.18 -0.7787
C -0.44 -4.29 -1.91 -0.6705
C -0.74 -3.04 -2.42 -0.4406
H -1.79 1.46 -4.41 0.2529
H -0.95 0.48 -5.55 0.2071
H 0.42 -1.08 -4.75 0.3301
H 2.14 -2.48 -4.13 0.4551
H 2.65 -4.72 -3.22 0.4870
H 1.00 -5.89 -1.80 0.5297
H -1.18 -4.82 -1.32 0.4622
H -1.71 -2.60 -2.24 0.6691
N -3.16 6.91 1.24 -0.3553
C -2.45 6.05 1.98 0.1233
O -1.99 6.28 3.08 -0.5726
C -2.15 4.69 1.37 0.6254
C -2.03 4.44 0.01 -0.8785
C -1.61 3.18 -0.40 -0.7025
N -1.34 2.19 0.45 0.9635
C -1.52 2.42 1.77 -0.7330
C -1.90 3.65 2.26 -0.8474
H -3.38 7.81 1.65 0.2744
H -3.66 6.65 0.41 0.1860
H -2.20 5.20 -0.74 0.4266
H -1.48 2.95 -1.45 0.3703
H -1.33 1.59 2.44 0.7814
H -1.99 3.83 3.32 0.6003
```

=====

Entry 5:
A molecular structure, C47H37AlCl2N2O2S, computed with wB97M-V/def2-TZVPD.

Output
* LUMO level: 0.2 eV
* total energy: -3634.45014 a.u.
* frontier orbital gap: 0.3134 hartree
* energy relative to the best compared isomer or geometry (same formula, charge and spin): 0.000 eV
* highest occupied orbital energy: -8.3 eV

```
92
Properties=species:S:1:pos:R:3:mulliken_charge:R:1
Al -0.04 -0.73 -0.21 -1.9008
O -0.91 -1.83 0.86 -0.1729
C -2.14 -1.62 1.47 2.1984
C -2.73 -0.26 1.00 -2.3455
C -1.83 0.88 1.34 0.7914
C -2.13 1.85 2.29 -0.7351
C -1.21 2.84 2.56 -1.4255
C -0.01 2.87 1.87 -0.3926
C 0.24 1.89 0.92 -0.6339
C 1.51 1.85 0.12 -1.3509
C 2.39 0.61 0.42 3.4779
O 1.63 -0.56 0.24 -0.1065
C 3.58 0.57 -0.54 -1.0209
C 4.11 1.70 -1.14 0.4823
C 5.18 1.59 -2.03 -0.9682
C 5.73 0.36 -2.31 -0.7091
C 5.21 -0.78 -1.70 -0.8800
C 4.15 -0.67 -0.82 -0.4282
C 2.85 0.70 1.88 -0.2989
C 4.04 1.33 2.24 -0.4543
C 4.39 1.47 3.58 -1.0150
C 3.56 0.99 4.58 -0.6335
C 2.37 0.35 4.22 -0.6327
C 2.03 0.21 2.89 0.3979
N -0.66 0.92 0.68 2.2134
C -1.98 -1.59 2.99 -0.3476
C -3.02 -1.18 3.83 0.0696
C -2.85 -1.15 5.20 -1.0267
C -1.65 -1.55 5.77 -0.6234
C -0.62 -1.98 4.94 -0.6723
C -0.79 -2.00 3.56 -0.2792
C -3.10 -2.74 1.01 0.0923
C -3.68 -3.65 1.89 -0.4656
C -4.50 -4.67 1.41 -0.8954
C -4.76 -4.78 0.06 -0.6112
C -4.18 -3.88 -0.83 -0.9848
C -3.36 -2.87 -0.35 -0.1020
H -3.72 -0.09 1.42 0.8060
H -2.85 -0.29 -0.09 0.7742
H -3.08 1.79 2.81 0.6034
H -1.42 3.59 3.31 0.4476
H 0.74 3.62 2.06 0.5844
H 2.06 2.77 0.31 0.9094
H 1.25 1.83 -0.95 0.1934
H 3.70 2.68 -0.96 0.3572
H 5.57 2.49 -2.51 0.4533
H 6.57 0.27 -3.00 0.4238
H 5.64 -1.75 -1.91 0.4146
H 3.72 -1.55 -0.36 0.4766
H 4.71 1.70 1.48 0.4316
H 5.32 1.96 3.84 0.4277
H 3.83 1.09 5.62 0.4127
H 1.72 -0.04 4.99 0.4364
H 1.12 -0.31 2.63 -0.3850
H -3.97 -0.89 3.40 0.4486
H -3.67 -0.82 5.84 0.4295
H -1.52 -1.53 6.84 0.4180
H 0.32 -2.30 5.37 0.5258
H 0.01 -2.34 2.91 0.5427
H -3.48 -3.59 2.95 0.4005
H -4.93 -5.37 2.11 0.4191
H -5.40 -5.57 -0.31 0.3849
H -4.36 -3.97 -1.89 0.4517
H -2.88 -2.21 -1.07 -0.0116
S -1.69 1.33 -4.73 -0.4795
C -1.60 2.88 -3.95 0.7045
C -1.87 4.14 -4.46 -0.8107
C -1.73 5.23 -3.62 -0.5004
C -1.34 5.06 -2.28 -0.9565
C -1.08 3.80 -1.78 -0.1432
C -1.20 2.70 -2.62 -0.4362
N -0.97 1.38 -2.25 0.4860
C -1.20 0.57 -3.24 0.1776
C -1.01 -0.89 -3.16 1.8843
C -1.37 -1.67 -4.26 -1.0521
C -1.15 -3.03 -4.26 -1.0398
C -0.57 -3.62 -3.14 -0.7715
C -0.24 -2.84 -2.04 -0.7121
C -0.45 -1.46 -2.00 0.8625
H -2.17 4.28 -5.49 0.4071
H -1.92 6.22 -3.99 0.3860
H -1.24 5.93 -1.65 0.4300
H -0.78 3.66 -0.75 0.4263
H -1.82 -1.21 -5.13 0.4466
H -1.43 -3.63 -5.11 0.4137
H -0.39 -4.69 -3.12 0.4644
H 0.17 -3.35 -1.17 0.3476
Cl 2.00 0.37 -3.64 0.1331
C 3.12 0.59 -4.98 -0.5027
Cl 3.29 2.30 -5.44 -0.1911
H 2.75 0.05 -5.84 0.4264
H 4.10 0.24 -4.67 0.2131
```